[1]
{"formula": "C2H11NO2", "method": "the ωB97M-V functional and the def2-TZVPD basis", "elements": ["C", "C", "N", "H", "H", "H", "H", "H", "H", "H", "O", "H", "H", "O", "H", "H"], "positions_angstrom": [[1.721, 0.001, 1.135], [0.437, -0.672, 0.588], [0.298, -0.908, -0.846], [1.890, 1.045, 0.888], [1.643, -0.129, 2.217], [2.575, -0.610, 0.828], [0.400, -1.604, 1.145], [-0.398, -0.013, 0.836], [0.585, -0.104, -1.378], [0.769, -1.754, -1.145], [-2.728, 0.045, 0.109], [-2.382, -0.841, 0.285], [-2.510, 0.241, -0.789], [-1.044, 1.906, -1.466], [-1.039, 1.763, -0.519], [-0.216, 1.633, -1.886]], "lowdin_charge": [-0.10, -0.35, -0.01, 0.06, 0.07, 0.07, 0.11, 0.07, 0.04, 0.07, -0.06, 0.04, 0.00, -0.05, 0.02, 0.03], "smiles": "CCN.O.O", "de_lowest_kcal_mol": 17.62}



[2]
{"formula": "C15H11CeCl2DyNO3S", "method": "the ωB97M-V functional and the def2-TZVPD basis", "elements": ["Ce", "Dy", "Cl", "Cl", "C", "C", "C", "O", "O", "O", "N", "S", "C", "C", "C", "C", "C", "C", "C", "C", "C", "C", "C", "C", "H", "H", "H", "H", "H", "H", "H", "H", "H", "H", "H"], "positions_angstrom": [[-1.066, -0.763, -5.761], [-0.177, 1.458, -1.254], [0.863, -1.981, -4.639], [-1.397, 2.631, -3.036], [2.358, 2.337, -1.108], [0.042, -1.550, -7.663], [0.060, 0.959, -6.959], [3.436, 2.723, -1.079], [1.067, -1.918, -8.081], [1.109, 1.302, -7.326], [-0.809, -0.501, -0.638], [-1.643, -0.749, 0.777], [-0.617, -1.748, 1.863], [-1.260, -2.558, 2.816], [-0.505, -3.309, 3.714], [0.896, -3.269, 3.647], [1.530, -2.472, 2.681], [0.768, -1.716, 1.780], [-1.272, 0.968, 1.355], [-1.670, 2.021, 0.478], [-0.766, 3.126, 0.355], [0.141, 3.335, 1.438], [0.219, 2.434, 2.491], [-0.449, 1.204, 2.450], [-0.660, -1.362, -1.165], [-2.345, -2.556, 2.848], [-1.004, -3.914, 4.475], [1.494, -3.848, 4.362], [2.623, -2.426, 2.633], [1.232, -1.089, 1.019], [-2.620, 1.997, -0.061], [-0.941, 3.897, -0.415], [0.737, 4.263, 1.465], [0.874, 2.647, 3.339], [-0.247, 0.428, 3.197]], "mulliken_spin": [1.02, 5.19, -0.02, -0.06, -0.02, 0.00, -0.01, 0.00, 0.00, 0.01, -0.04, 0.00, 0.00, 0.00, 0.00, 0.00, 0.00, 0.00, -0.04, 0.02, -0.06, 0.02, -0.01, -0.02, 0.00, 0.00, 0.00, 0.00, 0.00, 0.00, 0.02, 0.01, 0.00, 0.00, 0.00], "total_charge": 4, "energy_ev": -96213.268, "multiplicity": 7}



[3]
{"formula": "C30H75BF4N5Na3O10", "method": "the ωB97M-V functional and the def2-TZVPD basis", "elements": ["Na", "Na", "Na", "B", "F", "F", "F", "F", "C", "O", "C", "C", "N", "C", "C", "O", "C", "H", "H", "H", "H", "H", "H", "H", "H", "H", "H", "H", "H", "H", "H", "H", "C", "O", "C", "C", "N", "C", "C", "O", "C", "H", "H", "H", "H", "H", "H", "H", "H", "H", "H", "H", "H", "H", "H", "H", "C", "O", "C", "C", "N", "C", "C", "O", "C", "H", "H", "H", "H", "H", "H", "H", "H", "H", "H", "H", "H", "H", "H", "H", "C", "O", "C", "C", "N", "C", "C", "O", "C", "H", "H", "H", "H", "H", "H", "H", "H", "H", "H", "H", "H", "H", "H", "H", "C", "O", "C", "C", "N", "C", "C", "O", "C", "H", "H", "H", "H", "H", "H", "H", "H", "H", "H", "H", "H", "H", "H", "H"], "positions_angstrom": [[3.296, -2.900, -1.323], [1.681, -0.434, -4.288], [-0.411, -2.011, -1.493], [1.367, 0.346, -0.911], [1.655, 0.505, -2.271], [1.879, 1.368, -0.156], [0.025, 0.173, -0.695], [1.848, -0.876, -0.420], [-3.711, 2.659, 9.539], [-3.469, 1.624, 8.668], [-3.137, 2.182, 7.343], [-2.470, 0.986, 6.680], [-2.097, 1.193, 5.247], [-3.208, 1.431, 4.300], [-2.744, 1.249, 2.890], [-2.151, 2.485, 2.360], [-1.275, 2.321, 1.342], [-2.828, 3.186, 9.903], [-4.295, 2.253, 10.365], [-4.344, 3.367, 9.003], [-2.478, 3.050, 7.323], [-4.025, 2.356, 6.737], [-3.034, 0.076, 6.886], [-1.473, 0.815, 7.086], [-1.739, 0.273, 5.035], [-3.648, 2.418, 4.444], [-4.094, 0.801, 4.380], [-3.566, 1.034, 2.208], [-2.107, 0.372, 2.767], [-1.883, 2.237, 0.441], [-0.735, 1.397, 1.549], [-0.617, 3.173, 1.173], [1.316, -10.072, -2.472], [1.471, -8.672, -2.213], [0.762, -8.345, -1.005], [1.100, -7.027, -0.270], [0.237, -5.994, -0.740], [-0.966, -5.793, 0.060], [-0.602, -4.827, 1.101], [-0.916, -3.508, 0.602], [-0.919, -2.577, 1.713], [0.292, -10.437, -2.395], [2.033, -10.550, -1.804], [1.643, -10.301, -3.487], [0.681, -9.018, -0.151], [-0.232, -8.273, -1.447], [2.100, -6.642, -0.473], [1.234, -7.166, 0.802], [0.667, -5.091, -0.883], [-1.184, -6.707, 0.613], [-1.800, -5.311, -0.449], [0.366, -4.813, 1.600], [-1.377, -4.911, 1.863], [-1.816, -2.633, 2.330], [-0.847, -1.567, 1.310], [0.038, -2.567, 2.234], [2.123, -0.251, 3.204], [2.429, 1.004, 3.783], [2.840, 2.078, 2.922], [4.209, 1.867, 2.236], [5.409, 1.503, 3.067], [5.837, 2.465, 4.063], [7.322, 2.352, 4.164], [7.637, 1.040, 4.680], [8.967, 0.640, 4.521], [2.929, -0.759, 2.675], [1.353, -0.024, 2.467], [1.581, -0.880, 3.910], [2.970, 2.884, 3.644], [2.079, 2.163, 2.145], [4.430, 2.789, 1.699], [4.177, 1.002, 1.572], [5.169, 0.632, 3.518], [5.329, 2.300, 5.013], [5.661, 3.427, 3.581], [7.820, 3.182, 4.664], [7.793, 2.441, 3.186], [9.653, 1.386, 4.921], [9.315, 0.404, 3.516], [9.162, -0.217, 5.166], [3.034, 5.205, -8.705], [1.654, 5.054, -8.343], [1.346, 5.677, -7.071], [1.855, 4.987, -5.854], [1.074, 3.882, -5.446], [1.388, 3.319, -4.139], [1.085, 4.285, -2.976], [2.172, 5.122, -2.862], [1.910, 6.323, -2.146], [3.048, 5.411, -9.775], [3.636, 4.297, -8.664], [3.654, 5.955, -8.213], [0.257, 5.727, -7.090], [1.695, 6.710, -7.073], [2.069, 5.751, -5.107], [2.850, 4.630, -6.121], [0.923, 3.193, -6.169], [2.443, 3.077, -4.011], [0.793, 2.423, -3.963], [0.885, 3.773, -2.034], [0.184, 4.835, -3.247], [2.798, 6.954, -2.136], [1.716, 6.056, -1.107], [1.030, 6.819, -2.556], [-6.499, -3.242, -4.795], [-5.219, -2.497, -4.725], [-5.337, -1.127, -4.955], [-6.006, -0.341, -3.835], [-5.550, -0.725, -2.526], [-4.331, -0.124, -2.084], [-3.652, -0.836, -0.824], [-2.903, -1.936, -1.284], [-3.684, -3.123, -1.489], [-6.940, -3.308, -3.800], [-6.190, -4.244, -5.094], [-7.388, -2.841, -5.284], [-5.807, -1.032, -5.934], [-4.333, -0.823, -5.251], [-7.030, -0.713, -3.875], [-5.801, 0.689, -4.126], [-5.490, -1.730, -2.449], [-4.700, 0.838, -1.728], [-3.576, 0.003, -2.860], [-4.329, -1.316, -0.117], [-2.887, -0.255, -0.308], [-3.049, -3.968, -1.222], [-3.882, -3.239, -2.555], [-4.606, -3.312, -0.939]], "mulliken_spin": [0.44, 0.21, -0.25, 0.42, 0.15, -0.06, -0.10, 0.12, 0.00, 0.00, 0.00, 0.00, 0.00, 0.00, 0.00, 0.00, 0.00, 0.00, 0.00, 0.00, 0.00, 0.00, 0.00, 0.00, 0.00, 0.00, 0.00, 0.00, 0.00, 0.00, 0.00, 0.00, 0.00, 0.00, 0.00, -0.02, 0.00, 0.02, 0.02, -0.08, 0.01, 0.00, 0.00, 0.00, 0.00, 0.00, 0.02, 0.00, 0.03, 0.00, -0.01, 0.00, 0.00, 0.00, -0.01, 0.01, 0.00, 0.00, 0.00, -0.01, 0.00, 0.00, 0.00, 0.00, 0.00, 0.00, 0.00, 0.00, 0.00, 0.00, 0.00, 0.01, 0.00, 0.00, 0.00, 0.00, 0.00, 0.00, 0.00, 0.00, 0.00, 0.00, 0.00, 0.00, 0.00, 0.00, 0.00, 0.00, 0.00, 0.00, 0.00, 0.00, 0.00, 0.00, 0.00, 0.00, 0.00, 0.00, 0.02, 0.00, 0.00, 0.00, 0.00, 0.00, 0.00, 0.00, 0.00, 0.00, 0.00, 0.00, 0.01, 0.03, 0.01, 0.00, 0.00, 0.00, 0.00, 0.00, 0.00, 0.00, 0.00, 0.00, 0.00, 0.00, -0.01, 0.00, 0.00, 0.00], "total_charge": 1, "energy_ev": -85038.329, "multiplicity": 2}



[4]
{"formula": "C35H36As2BrHfN3O10SeTe", "method": "the ωB97M-V functional and the def2-TZVPD basis", "elements": ["Hf", "O", "C", "C", "C", "C", "C", "C", "C", "O", "N", "N", "C", "C", "Br", "C", "C", "C", "C", "C", "C", "C", "H", "H", "H", "H", "H", "H", "H", "H", "H", "H", "H", "H", "H", "H", "C", "O", "C", "O", "C", "C", "As", "C", "C", "C", "As", "C", "C", "O", "O", "C", "C", "O", "O", "C", "C", "O", "O", "C", "H", "H", "H", "H", "H", "H", "H", "H", "H", "H", "H", "H", "H", "H", "H", "H", "H", "H", "Te", "Se", "C", "C", "C", "N", "C", "C", "H", "H", "H", "H"], "positions_angstrom": [[-0.754, -0.429, 0.266], [-0.574, -0.365, 4.555], [0.723, -0.027, 4.758], [1.108, 0.263, 6.068], [2.401, 0.651, 6.355], [3.340, 0.766, 5.337], [2.961, 0.483, 4.039], [1.666, 0.065, 3.728], [1.319, -0.151, 2.273], [0.073, -0.775, 2.092], [2.347, -0.975, 1.598], [1.776, -1.832, 0.722], [2.349, -2.937, 0.455], [1.642, -3.986, -0.253], [-0.238, -3.956, 0.041], [2.211, -4.977, -0.942], [3.640, -5.043, -1.255], [4.269, -6.289, -1.328], [5.619, -6.379, -1.615], [6.361, -5.228, -1.844], [5.743, -3.987, -1.793], [4.391, -3.893, -1.504], [-0.656, -0.612, 3.613], [0.360, 0.176, 6.845], [2.678, 0.871, 7.378], [4.351, 1.086, 5.551], [3.678, 0.609, 3.234], [1.313, 0.827, 1.774], [2.973, -1.424, 2.258], [3.339, -3.187, 0.841], [1.591, -5.791, -1.301], [3.689, -7.187, -1.153], [6.096, -7.349, -1.664], [7.416, -5.299, -2.074], [6.314, -3.089, -1.989], [3.907, -2.923, -1.496], [-5.677, 1.340, 1.782], [-4.715, 0.271, 1.761], [-3.548, 0.439, 1.218], [-2.747, -0.523, 1.281], [-3.030, 1.698, 0.657], [-3.350, 2.218, -0.542], [-2.312, 3.680, -1.461], [-2.698, 5.118, -0.183], [-0.651, 3.015, -0.611], [-0.441, 3.315, 0.790], [-1.364, 2.039, 1.758], [-2.296, 2.593, 3.406], [0.606, 4.060, 1.370], [1.404, 4.804, 0.835], [0.559, 3.923, 2.764], [1.551, 4.621, 3.504], [-0.177, 1.920, -1.233], [0.456, 0.891, -0.612], [-0.439, 1.630, -2.532], [0.167, 2.474, -3.520], [-4.401, 1.639, -1.406], [-4.889, 2.216, -2.341], [-4.714, 0.364, -1.090], [-5.647, -0.273, -1.975], [-6.484, 1.068, 1.107], [-5.227, 2.280, 1.476], [-6.042, 1.403, 2.803], [-3.668, 5.553, -0.422], [-1.922, 5.875, -0.302], [-2.675, 4.770, 0.849], [-2.992, 3.387, 3.140], [-1.553, 2.974, 4.101], [-2.815, 1.749, 3.858], [1.071, 5.063, 4.376], [2.001, 5.397, 2.886], [2.324, 3.923, 3.833], [0.770, 3.245, -3.042], [-0.621, 2.941, -4.109], [0.790, 1.848, -4.159], [-6.584, 0.281, -1.999], [-5.796, -1.273, -1.578], [-5.231, -0.317, -2.980], [-2.234, -1.545, -1.908], [0.079, -1.878, -2.927], [-0.273, -1.807, -4.804], [-1.530, -1.751, -5.384], [-1.622, -1.743, -6.769], [-0.579, -1.787, -7.587], [0.624, -1.836, -7.019], [0.834, -1.845, -5.652], [-2.430, -1.708, -4.786], [-2.600, -1.697, -7.239], [1.472, -1.867, -7.695], [1.843, -1.878, -5.261]], "lowdin_charge": [1.37, 0.05, -0.26, -0.01, -0.08, -0.09, -0.05, -0.10, -0.39, -0.38, 0.03, -0.03, -0.21, -0.64, 0.74, -0.09, -0.22, -0.03, -0.08, -0.08, -0.07, -0.04, 0.06, 0.12, 0.10, 0.10, 0.12, 0.12, 0.13, 0.14, 0.11, 0.11, 0.10, 0.10, 0.11, 0.11, 0.01, 0.03, -0.55, -0.13, -0.30, -0.27, 1.33, -0.31, -0.39, -0.42, 1.35, -0.21, -0.56, 0.05, -0.15, -0.07, -0.55, -0.25, -0.18, -0.06, -0.56, 0.10, -0.16, -0.06, 0.10, 0.10, 0.10, 0.02, 0.03, 0.01, 0.03, 0.03, 0.03, 0.08, 0.08, 0.08, 0.10, 0.08, 0.09, 0.10, 0.10, 0.09, 0.52, 0.48, -0.62, -0.13, -0.15, 0.05, -0.16, -0.13, 0.03, 0.11, 0.10, 0.10], "de_lowest_kcal_mol": 6.37}